Record 1
The following is a quantum chemistry calculation of a cluster of 6 separate species, C39H44FN6O12PS in total, from the OMol25 dataset.

```
! wB97M-V def2-TZVPD RIJCOSX def2/J DEFGRID3
* xyz 0 1
C -3.61519 -4.68843 1.91982
C -2.53775 -5.20590 0.85612
O -1.90336 -6.27470 1.11563
N -2.24322 -4.56072 -0.44939
C -3.41987 -4.83443 -1.34349
C -2.05918 -3.08546 -0.31588
C -0.57015 -2.67465 0.20819
C -0.81044 -1.75484 1.54194
C -1.22985 -0.30186 1.00297
P -1.90879 0.88279 2.31462
S -0.42062 2.39991 1.74995
C -3.35164 -0.27454 2.80981
C -3.14787 -1.08855 4.17009
O -4.02303 -1.94174 4.48474
F -2.04157 -0.97244 5.06157
H -4.58468 -4.28169 1.44697
H -3.18629 -3.88470 2.61609
H -3.85540 -5.59233 2.60128
H -3.13813 -5.52347 -2.22972
H -3.84853 -3.87816 -1.82806
H -4.28119 -5.36641 -0.80073
H -2.88849 -2.55587 0.29217
H -2.12802 -2.64240 -1.38444
H 0.10192 -3.57578 0.40541
H -0.05954 -1.96226 -0.54366
H 0.14537 -1.75696 2.18458
H -1.61557 -2.30148 2.14312
H -0.25996 0.17956 0.59131
H -1.93694 -0.37219 0.08893
H -2.90982 1.83699 1.86290
H -1.43665 1.03905 3.65645
H -1.17672 3.57425 1.57163
H -3.46808 -1.06889 1.97245
H -4.37065 0.27666 2.82572
O 3.26064 0.68727 -2.35433
N 2.71166 -0.20635 -1.72443
O 1.49803 -0.34503 -1.63556
C 3.56293 -1.17217 -1.02549
C 4.94882 -1.02729 -1.07084
C 5.75187 -1.93303 -0.38544
C 5.17191 -2.97479 0.33358
C 3.78788 -3.12026 0.36654
C 2.97668 -2.21777 -0.31355
H 5.41327 -0.22020 -1.62697
H 6.83162 -1.82557 -0.40868
H 5.80086 -3.67505 0.87107
H 3.34162 -3.93593 0.92611
H 1.89936 -2.34092 -0.27703
O 6.40178 -5.44755 -0.27728
N 6.34058 -6.33390 -1.12081
O 5.80909 -7.41981 -0.94464
C 6.94980 -6.07552 -2.42743
C 7.59832 -4.86294 -2.65644
C 8.19609 -4.63153 -3.89086
C 8.14010 -5.60344 -4.88567
C 7.48210 -6.80812 -4.65441
C 6.88379 -7.04954 -3.42204
H 7.64913 -4.09748 -1.88982
H 8.70912 -3.69370 -4.07730
H 8.61277 -5.42147 -5.84632
H 7.43915 -7.56083 -5.43464
H 6.37693 -7.99357 -3.25355
O -0.79815 5.53127 4.85500
N -1.15248 5.53924 6.02612
O -1.25134 6.54701 6.71246
C -1.47611 4.25369 6.64998
C -1.34066 3.07787 5.91294
C -1.62610 1.85811 6.51689
C -2.04683 1.81801 7.84327
C -2.19007 2.99610 8.57056
C -1.90421 4.22077 7.97584
H -1.01322 3.09534 4.87799
H -1.51792 0.93771 5.95561
H -2.26336 0.86295 8.31293
H -2.52121 2.95893 9.60317
H -2.01677 5.13131 8.55441
O -5.22219 0.72789 -2.44801
N -5.00851 1.40103 -1.45011
O -5.03053 0.96724 -0.30498
C -4.70784 2.82202 -1.63581
C -4.70697 3.36299 -2.92060
C -4.44278 4.71786 -3.08958
C -4.17838 5.52018 -1.98322
C -4.17099 4.97216 -0.70349
C -4.43655 3.61886 -0.52441
H -4.91106 2.74903 -3.79104
H -4.44539 5.15050 -4.08436
H -3.97775 6.57889 -2.11896
H -3.96132 5.60194 0.15497
H -4.43046 3.20474 0.47815
O -2.44230 4.93347 -5.57332
N -1.67031 5.88240 -5.62144
O -1.89689 6.92960 -6.21108
C -0.38637 5.75108 -4.92868
C -0.07605 4.55832 -4.27611
C 1.15402 4.42874 -3.63964
C 2.06052 5.48496 -3.65370
C 1.74069 6.67710 -4.29812
C 0.51414 6.81487 -4.93972
H -0.77349 3.72786 -4.25786
H 1.40819 3.50235 -3.13448
H 3.02216 5.37826 -3.16052
H 2.45029 7.49792 -4.30313
H 0.27858 7.74760 -5.44076
*
```

## Properties
- Kohn-Sham gap: 8.01 eV
- HOMO level: -8.9 eV
- Structure (SMILES): CC(=O)N(C)CCCC[PH2](S)CC(=O)F.O=[N+]([O-])c1ccccc1.O=[N+]([O-])c1ccccc1.O=[N+]([O-])c1ccccc1.O=[N+]([O-])c1ccccc1.O=[N+]([O-])c1ccccc1

---

Record 2
The following is a quantum chemistry calculation of a structure of composition C39H45CaN5O, from the OMol25 dataset.

```
! wB97M-V def2-TZVPD RIJCOSX def2/J DEFGRID3
* xyz -2 1
Ca -0.29238 0.25708 0.12285
N -2.26810 3.30956 1.46014
N -2.95869 0.29298 -0.78649
C 0.67569 -3.39858 -1.09663
C -0.28349 -3.19835 -0.08070
C 0.26400 -2.29682 0.86881
C -0.40378 -1.88835 2.13636
H -1.09757 -2.67999 2.45635
H -1.02772 -0.96474 2.07022
H 0.32488 -1.74977 2.94781
C 1.56644 -1.91443 0.40148
C 2.58101 -1.09765 1.11765
H 3.58281 -1.54029 0.99185
H 2.38472 -1.05225 2.19699
H 2.65608 -0.06056 0.73824
C 1.77956 -2.55030 -0.84544
C 2.98909 -2.43619 -1.69219
H 3.56723 -1.53921 -1.43722
H 2.72535 -2.37466 -2.75911
H 3.65548 -3.30591 -1.57430
C -1.60072 -3.85761 0.02162
H -1.78588 -4.23773 1.03732
H -1.67451 -4.70047 -0.67879
H -2.42323 -3.16416 -0.21367
C 0.55528 -4.40303 -2.17266
H 1.45354 -4.42484 -2.80106
H -0.30587 -4.18362 -2.81778
H 0.40052 -5.41392 -1.76333
C -1.70320 4.50183 1.41376
H -1.85832 5.15525 2.28083
C -0.92741 4.94883 0.32966
H -0.52433 5.95832 0.35718
C -0.68144 4.08410 -0.73076
H -0.04199 4.38923 -1.56465
C -1.27446 2.81801 -0.71917
H -1.24086 2.14626 -1.58730
C -2.04870 2.43954 0.42917
C -2.51606 1.12218 0.66335
H -3.34631 0.97665 1.35118
C -2.04715 -0.25399 -1.59715
C -4.24551 0.04735 -1.24390
H -5.09338 0.43307 -0.71639
C -4.14371 -0.67807 -2.36056
H -4.89542 -1.03575 -3.03684
N -2.77482 -0.94603 -2.52852
C -2.23462 -1.92784 -3.38439
C -2.92426 -3.14700 -3.55583
C -2.42155 -4.06027 -4.48896
H -2.98409 -4.97792 -4.67756
C -1.22464 -3.82591 -5.16961
C -0.72229 -4.83590 -6.15408
H 0.36205 -4.75045 -6.28399
H -1.19423 -4.70034 -7.13706
H -0.95820 -5.85198 -5.81348
C -0.51585 -2.64592 -4.91510
H 0.41578 -2.44505 -5.44951
C -0.97550 -1.71016 -3.97990
C -0.11043 -0.54170 -3.64571
H -0.67663 0.37036 -3.41521
H 0.54410 -0.33173 -4.50416
H 0.56635 -0.76450 -2.79975
C -4.12065 -3.52955 -2.74621
H -5.03126 -3.00176 -3.05385
H -3.98282 -3.40048 -1.66363
H -4.31210 -4.59759 -2.91304
C 3.48888 3.52193 4.86948
N 2.56708 2.51979 4.39545
N 1.91858 2.68856 3.21493
C 1.13973 1.58334 2.97586
O 0.53116 1.42684 1.86638
C 1.32902 0.72377 4.09554
C 2.26775 1.32287 4.91818
C 2.88995 0.85793 6.17513
C 1.75593 4.01873 2.71284
C 2.56612 4.45361 1.66462
C 2.60748 5.81589 1.37908
C 1.81882 6.71006 2.11176
C 0.96164 6.24636 3.11793
C 0.92242 4.88880 3.41437
H 4.24824 3.75163 4.11106
H 3.98441 3.12329 5.75698
H 2.96605 4.44685 5.14208
H 0.82736 -0.21421 4.24163
H 3.98796 0.86120 6.11224
H 2.59468 1.47639 7.03626
H 2.56858 -0.17079 6.37667
H 3.16437 3.71313 1.13003
H 3.26151 6.17891 0.58427
H 1.86347 7.78027 1.89605
H 0.32657 6.93588 3.67725
H 0.26645 4.48165 4.18677
*
```

## Properties
- Kohn-Sham gap: 1.19 eV
- HOMO level: 2.5 eV

---

Record 3
The following is a quantum chemistry calculation of a structure of composition C39H46OP2Pd, from the OMol25 dataset.

```
! wB97M-V def2-TZVPD RIJCOSX def2/J DEFGRID3
* xyz 0 3
Pd -0.48250 0.18396 0.77166
C -3.50135 -4.13447 0.68489
C -2.33812 -3.33134 0.78150
C -1.18040 -3.61672 -0.05557
C -1.38771 -3.33057 -1.60559
C -2.67129 -2.63964 -2.01282
C -3.87725 -3.18821 -1.99780
C -4.00858 -4.66511 -1.83002
C -3.50519 -5.19661 -0.47421
C -2.37982 -0.20042 1.09060
H -3.51054 -4.75353 1.59599
H -2.25407 -2.55566 1.53274
H -0.95133 -4.69306 0.02874
H -0.28080 -3.06413 0.26695
H -0.57996 -2.63705 -1.88364
H -1.17037 -4.23874 -2.19923
H -2.59037 -1.54517 -2.15188
H -4.79132 -2.61912 -2.20170
H -3.44667 -5.22079 -2.60523
H -5.03121 -4.99371 -2.02597
H -4.11697 -6.04524 -0.14640
H -2.48475 -5.57065 -0.62204
H -2.38885 -0.75624 2.09025
H -2.77810 -0.80376 0.23754
H -2.92295 0.72073 1.22446
P 3.28704 2.22344 1.50017
P 2.15062 3.77699 -0.85102
C 3.96747 1.89061 -0.14668
C 3.53611 2.66186 -1.17272
C 4.86340 2.43173 2.46390
C 6.10445 1.97488 2.00103
C 7.25388 2.15966 2.76947
C 7.18349 2.83212 3.99424
C 5.94862 3.32362 4.44472
C 4.79658 3.13402 3.68073
C 2.67535 0.57032 1.91430
C 1.49075 0.16130 1.20733
C 0.91811 -1.07407 1.47017
C 1.55668 -1.98713 2.35829
C 2.74212 -1.58435 2.99357
C 3.27975 -0.30974 2.80700
C 2.95931 5.28747 -1.68221
C 4.08338 5.85323 -1.05907
C 4.80113 6.90688 -1.64164
C 4.37417 7.41821 -2.88774
C 3.23496 6.88029 -3.52451
C 2.53244 5.83351 -2.90412
C 0.98605 3.27002 -2.17371
C -0.31433 3.80542 -2.12564
C -1.23131 3.51181 -3.13886
C -0.86057 2.65565 -4.18671
C 0.40897 2.07789 -4.20493
C 1.32875 2.36080 -3.18890
H 4.69110 1.07828 -0.27400
H 4.00063 2.69216 -2.16667
H 6.18873 1.48559 1.03710
H 8.21180 1.78065 2.40679
H 8.08833 2.97131 4.59869
H 5.89639 3.85865 5.39478
H 3.84470 3.53769 4.02164
H 1.12728 0.88412 0.40322
H 0.02302 -1.50071 0.92188
H 1.13759 -2.97095 2.47977
H 3.26148 -2.28401 3.64936
H 4.18680 -0.00158 3.34945
H 4.42595 5.45714 -0.10310
H 5.68710 7.33293 -1.15082
H 4.92652 8.23510 -3.35426
H 2.91432 7.27920 -4.49453
H 1.65965 5.44056 -3.40695
H -0.59488 4.47958 -1.30875
H -2.22353 3.96240 -3.12094
H -1.56954 2.42643 -4.97854
H 0.71102 1.41012 -5.01284
H 2.31562 1.90515 -3.20027
C -5.78330 -5.33878 1.85548
C -5.90850 -4.02617 1.09131
C -6.76903 -4.32521 -0.11087
C -6.57575 -3.00312 1.98382
O -4.68503 -3.35690 0.68312
H -6.79037 -5.63662 2.12944
H -5.23939 -5.26416 2.79228
H -5.38588 -6.17833 1.28912
H -7.78131 -4.48340 0.23450
H -6.76961 -3.48973 -0.79939
H -6.46725 -5.23301 -0.62421
H -5.97575 -2.86030 2.88109
H -6.63856 -2.05895 1.44634
H -7.56731 -3.35630 2.24727
*
```

## Properties
- Kohn-Sham gap (alpha / beta): 7.65 / 7.28 eV
- Energy above the lowest of the compared OMol25 structures with the same formula, charge and spin: 133.8 kJ/mol
- HOMO level (alpha / beta): -7.1 / -7.6 eV

---

Record 4
The following is a quantum chemistry calculation of a structure of composition C39H47BBrCl5N8S4Tb, from the OMol25 dataset.

```
! wB97M-V def2-TZVPD RIJCOSX def2/J DEFGRID3
* xyz 1 7
Tb -2.39483 -0.71961 -1.56114
C 0.47932 4.13704 -3.42142
C 0.81144 3.39364 -2.17302
C 1.66981 3.89741 -1.24756
C 1.98820 3.20448 -0.04292
N 1.46135 2.02476 0.05906
N 0.58493 1.50580 -0.82038
B 0.79391 0.66792 0.43999
N -0.11505 0.67660 1.65006
N 0.60922 0.19485 2.68732
C 0.02488 0.05981 3.83724
C -1.33754 0.43398 4.00125
C -2.05327 0.94828 2.97067
C -3.48503 1.34642 3.11155
C -1.40207 1.06199 1.69128
S -2.20992 1.65270 0.31790
C 0.86813 -0.46621 4.98598
C 1.22659 0.72737 5.88257
C 0.07085 -1.49966 5.78988
C 2.14874 -1.11599 4.46261
N 1.68204 -0.56010 0.29669
N 3.00674 -0.30395 0.34681
C 3.82547 -1.30778 0.20803
C 3.33706 -2.62263 -0.01903
C 2.00728 -2.87774 -0.05851
C 1.44836 -4.23470 -0.32592
C 1.12262 -1.76711 0.13747
S -0.56356 -1.97173 0.22498
C 5.31590 -0.99126 0.22621
C 6.14622 -2.22450 0.59360
C 5.69674 -0.51981 -1.18465
C 5.60711 0.11478 1.23968
C 0.15221 2.11497 -1.92625
S -1.02439 1.50699 -2.93076
C 2.87847 3.75517 1.04356
C 2.34382 5.13316 1.45806
C 4.29382 3.89603 0.46522
C 2.87836 2.82486 2.25560
H 1.05380 5.05775 -3.48949
H -0.58720 4.36575 -3.44834
H 0.67850 3.51131 -4.29277
H 2.12017 4.86635 -1.41575
H -1.81007 0.31129 4.96698
H -3.77794 1.34968 4.15986
H -4.11104 0.64120 2.56112
H -3.66383 2.32852 2.67617
H 0.33351 1.23654 6.25107
H 1.83297 1.45359 5.33749
H 1.79737 0.38601 6.74748
H -0.77785 -1.05698 6.31241
H 0.71560 -1.94465 6.54846
H -0.29892 -2.30289 5.14985
H 2.76478 -0.40834 3.90771
H 1.92520 -1.95650 3.80243
H 2.72677 -1.48837 5.30967
H 4.03825 -3.42916 -0.17892
H 2.24808 -4.94188 -0.53688
H 0.76196 -4.19675 -1.17361
H 0.86858 -4.58739 0.52832
H 6.10445 -2.99968 -0.17222
H 5.83235 -2.65829 1.54529
H 7.19170 -1.93161 0.69058
H 5.51686 -1.30025 -1.92677
H 6.75631 -0.26045 -1.21783
H 5.11574 0.35948 -1.46880
H 5.27802 -0.16447 2.24299
H 5.10856 1.04384 0.97190
H 6.68142 0.30038 1.27108
H 2.36264 5.85083 0.63737
H 2.97216 5.53137 2.25550
H 1.32180 5.06376 1.83392
H 4.32224 4.60978 -0.35955
H 4.67004 2.93965 0.09992
H 4.96936 4.25801 1.24092
H 1.88384 2.76493 2.70348
H 3.56035 3.22185 3.00852
H 3.19851 1.81522 1.99823
Cl 1.44223 -0.97477 -2.97535
C 0.17765 -1.89372 -3.77157
C -1.08328 -1.95375 -3.20282
C -1.97809 -2.75293 -3.87368
Cl -3.56725 -2.95246 -3.09891
C -1.72961 -3.44453 -5.05317
Cl -2.93862 -4.40472 -5.80456
C -0.45412 -3.33538 -5.59786
Cl -0.07089 -4.16164 -7.05237
C 0.51497 -2.56573 -4.94513
Cl 2.10142 -2.46989 -5.60593
Br -4.04653 -1.59060 0.43531
C -7.73611 -2.47340 -0.81933
C -7.50360 -1.56431 -1.97934
C -8.40918 -1.28932 -2.96231
C -8.02173 -0.40794 -3.98837
N -6.82478 0.15741 -4.03191
C -5.94425 -0.11977 -3.06404
S -4.39306 0.59687 -3.10942
N -6.29590 -0.96133 -2.05839
C -8.95155 -0.08955 -5.11406
H -8.73832 -2.89061 -0.86505
H -7.61744 -1.93194 0.11961
H -7.00793 -3.28537 -0.82027
H -9.39136 -1.73683 -2.94266
H -5.58880 -1.16845 -1.34022
H -9.99116 -0.09091 -4.79047
H -8.84202 -0.85160 -5.88942
H -8.68971 0.87150 -5.54783
*
```

## Properties
- Kohn-Sham gap (alpha / beta): 7.37 / 7.54 eV
- Energy above the lowest of the compared OMol25 structures with the same formula, charge and spin: 274.0 kJ/mol
- HOMO level (alpha / beta): -10.5 / -10.5 eV

---

Ordered calculated total energy results: -3582.72170 -2539.58862 -2399.22177 -9269.38017; unit Ha.
Ordered molecular weight results: 870.85 639.90 699.16 1183.04; unit g/mol.